(1)
Computed, not measured: a 2-piece molecular cluster, C5H6N overall at a distorted geometry, with wB97M-V/def2-TZVPD.

Geometry as XYZ:
```
12
C5H6N wB97M-V/def2-TZVPD
C -1.212 1.281 2.860
C -1.107 0.456 3.787
C -0.580 0.241 0.231
C -0.850 1.070 1.348
C 1.236 -0.618 -0.764
N -1.297 2.221 1.760
H -1.014 0.586 -0.687
H -0.776 -0.774 0.422
H 1.862 -1.005 0.058
H 1.822 0.132 -1.341
H 0.611 -1.403 -1.256
H -1.702 3.088 1.418
```

Computed properties:
**LUMO energy (spin up / spin down)**: -6.51 / -6.51 eV
**Charge**: +1
**Gap between HOMO and LUMO (spin up / spin down)**: 8.3 / 8.3 eV
**E_HOMO (spin up / spin down)**: -14.82 / -14.82 eV
**E**: -6755.2007 eV

These are the natural (NBO) partial charges, in e, on atoms 1 to 4: -0.267 0.286 -0.591 0.553

(2)
Computed, not measured: an isolated molecule of C5H6N2 at a distorted geometry, with wB97M-V/def2-TZVPD.

Geometry as XYZ:
```
13
C5H6N2 wB97M-V/def2-TZVPD
N -2.385 1.299 -0.021
C -1.418 1.036 0.558
C -0.119 0.530 0.970
C 0.019 -0.997 0.781
C 0.857 -0.670 -0.440
C 0.282 0.337 -1.345
N 0.937 0.799 -0.121
H 0.199 0.921 1.935
H -0.899 -1.577 0.654
H 0.639 -1.442 1.563
H 1.743 -1.222 -0.734
H -0.789 0.507 -1.434
H 0.828 0.574 -2.248
```

Computed properties:
**LUMO energy**: 0.95 eV
**Charge**: 0
**Gap between HOMO and LUMO**: 10.8 eV
**E_HOMO**: -9.89 eV
**E**: -8259.7900 eV
**SMILES**: N#C[C@H]1C[C@H]2CN21

These are the natural (NBO) partial charges, in e, on atoms 1 to 4: -0.316 0.273 -0.182 -0.403

(3)
Computed, not measured: an isolated molecule of C5H6N2 at a distorted geometry, with wB97M-V/def2-TZVPD.

Geometry as XYZ:
```
13
C5H6N2 wB97M-V/def2-TZVPD
C -1.370 0.673 -0.026
C -1.344 -0.815 0.006
C 2.034 -0.302 0.042
C 1.412 1.013 -0.194
C 0.132 0.772 -0.450
H -1.366 0.941 1.253
H -2.285 1.025 -0.657
H -2.151 -1.444 -0.685
H -1.287 -1.364 1.154
H 3.012 -0.591 0.431
H 1.925 1.909 0.041
N 0.106 -0.575 -0.753
N 1.182 -1.240 -0.163
```

Computed properties:
**LUMO energy**: 0.93 eV
**Charge**: 0
**Gap between HOMO and LUMO**: 10.1 eV
**E_HOMO**: -9.17 eV
**E**: -8257.4718 eV
**SMILES**: c1cc2n(n1)CC2

These are the natural (NBO) partial charges, in e, on atoms 1 to 4: -0.450 -0.231 -0.006 -0.343

(4)
Computed, not measured: an isolated molecule of C5H6N2 at a distorted geometry, with wB97M-V/def2-TZVPD.

Geometry as XYZ:
```
13
C5H6N2 wB97M-V/def2-TZVPD
C -1.377 -0.569 0.048
C -1.304 1.005 0.134
C 0.182 0.794 0.200
N 1.394 1.264 0.116
C 2.121 0.100 -0.089
C 1.328 -1.027 -0.128
N 0.083 -0.541 0.154
H -1.700 -0.956 -0.924
H -1.871 -1.133 0.845
H -1.677 1.478 -0.780
H -1.510 1.526 1.058
H 3.192 0.139 -0.219
H 1.505 -2.063 -0.351
```

Computed properties:
**LUMO energy**: 0.91 eV
**Charge**: 0
**Gap between HOMO and LUMO**: 9.4 eV
**E_HOMO**: -8.50 eV
**E**: -8260.7228 eV
**SMILES**: c1cn2c(n1)CC2

These are the natural (NBO) partial charges, in e, on atoms 1 to 4: -0.183 -0.440 0.353 -0.466

(5)
Computed, not measured: an isolated molecule of C5H6N2 at a distorted geometry, with wB97M-V/def2-TZVPD.

Geometry as XYZ:
```
13
C5H6N2 wB97M-V/def2-TZVPD
C 2.677 -1.758 1.299
C 1.755 -1.389 0.657
C 0.230 0.424 -1.700
C -0.925 0.606 -0.673
C -0.429 -0.245 0.524
N 1.000 -0.553 -1.482
N 0.663 -1.025 0.014
H 3.459 -1.779 1.964
H 0.217 0.950 -2.686
H -1.081 1.580 -0.522
H -1.848 0.265 -1.062
H -0.069 0.206 1.373
H -1.154 -0.935 0.925
```

Computed properties:
**LUMO energy**: 0.90 eV
**Charge**: 0
**Gap between HOMO and LUMO**: 9.1 eV
**E_HOMO**: -8.23 eV
**E**: -8257.9689 eV
**SMILES**: C#CN1CCC=N1

These are the natural (NBO) partial charges, in e, on atoms 1 to 4: -0.305 0.163 0.058 -0.458

(6)
Computed, not measured: C5H6N2 as an isolated structure at a distorted geometry, with wB97M-V/def2-TZVPD.

Geometry as XYZ:
```
13
C5H6N2 wB97M-V/def2-TZVPD
C -2.638 0.133 -0.473
C -1.531 -0.228 0.025
C -0.300 -0.402 0.735
C 0.495 -1.118 0.034
C 0.493 1.036 0.552
H -3.360 1.147 -0.990
H -0.396 -0.483 1.716
H 0.079 -1.883 -0.546
H 1.065 -1.843 0.839
H 2.519 -0.636 -0.536
H 0.044 2.053 0.699
N 1.583 -0.314 -0.672
N 1.407 1.045 -0.244
```

Computed properties:
**LUMO energy**: 0.59 eV
**Charge**: 0
**Gap between HOMO and LUMO**: 9.6 eV
**E_HOMO**: -9.05 eV
**E**: -8255.0499 eV

These are the natural (NBO) partial charges, in e, on atoms 1 to 4: -0.266 -0.029 -0.402 -0.229

(7)
Computed, not measured: an isolated molecule of C5H6N2 at a distorted geometry, with wB97M-V/def2-TZVPD.

Geometry as XYZ:
```
13
C5H6N2 wB97M-V/def2-TZVPD
C -0.852 -2.556 -0.090
C 1.189 -0.009 0.309
C 1.477 -1.079 -0.350
C -0.227 0.482 0.445
C -1.089 -0.243 -0.614
N -1.073 -3.515 0.515
N -0.610 -1.562 -0.884
H 1.942 0.595 0.803
H 2.165 -1.802 -0.706
H -0.575 0.244 1.456
H -0.268 1.564 0.315
H -2.129 -0.269 -0.264
H -1.056 0.319 -1.553
```

Computed properties:
**LUMO energy (spin up / spin down)**: -0.55 / -0.55 eV
**Charge**: 0
**Gap between HOMO and LUMO (spin up / spin down)**: 8.5 / 8.5 eV
**E_HOMO (spin up / spin down)**: -9.06 / -9.06 eV
**E**: -8258.4849 eV

These are the natural (NBO) partial charges, in e, on atoms 1 to 4: 0.378 -0.265 0.082 -0.434

(8)
Computed, not measured: C5H6N2O as an isolated structure at a distorted geometry, with wB97M-V/def2-TZVPD.

Geometry as XYZ:
```
14
C5H6N2O wB97M-V/def2-TZVPD
C -0.796 0.656 0.142
C -1.899 -0.231 -0.178
C -1.276 -1.491 -0.167
C 0.101 -1.422 0.195
C 1.658 0.603 0.014
H -1.746 2.246 0.564
H -2.972 -0.110 -0.364
H -1.856 -2.515 -0.478
H 0.867 -2.065 1.061
H 1.643 1.617 0.299
H 3.349 0.077 -0.420
N 0.431 -0.045 0.436
N 2.415 -0.404 -0.361
O -0.742 1.901 -0.154
```

Computed properties:
**LUMO energy**: -0.26 eV
**Charge**: 0
**Gap between HOMO and LUMO**: 7.1 eV
**E_HOMO**: -7.41 eV
**E**: -10304.2477 eV

These are the natural (NBO) partial charges, in e, on atoms 1 to 4: 0.453 -0.419 -0.242 -0.109

(9)
Computed, not measured: an isolated molecule of C5H6N2O at a distorted geometry, with wB97M-V/def2-TZVPD.

Geometry as XYZ:
```
14
C5H6N2O wB97M-V/def2-TZVPD
C 1.416 -0.899 0.642
C 0.436 0.117 0.210
C 0.982 1.542 0.079
C -0.857 -0.017 -0.386
C -1.623 1.102 -0.689
H 1.670 -1.671 -0.124
H 2.319 -0.308 1.221
H 0.824 -1.503 1.432
H 2.250 1.627 -0.076
H -2.535 -1.282 -0.976
H -1.240 -1.990 0.086
N -1.514 -1.227 -0.525
N -2.340 2.031 -0.862
O 0.212 2.477 -0.031
```

Computed properties:
**LUMO energy**: -0.22 eV
**Charge**: 0
**Gap between HOMO and LUMO**: 8.5 eV
**E_HOMO**: -8.77 eV
**E**: -10307.0851 eV
**SMILES**: C/C(C=O)=C(\N)C#N

These are the natural (NBO) partial charges, in e, on atoms 1 to 4: -0.658 -0.169 0.406 0.108

(10)
Computed, not measured: a 2-piece molecular cluster, C5H6N2O overall at a distorted geometry, with wB97M-V/def2-TZVPD.

Geometry as XYZ:
```
14
C5H6N2O wB97M-V/def2-TZVPD
C -0.384 1.670 1.571
C -0.271 0.310 0.742
C -0.883 0.322 -0.616
C -0.477 -0.482 -1.576
C 1.378 -1.179 -0.092
H -0.415 1.731 3.076
H -0.786 -0.280 1.487
H -1.512 1.323 -0.743
H -0.870 -0.691 -2.551
H 0.996 -1.972 -1.788
H 2.197 -1.815 0.218
N 0.626 -1.355 -1.185
N 1.207 -0.227 0.852
O -0.807 2.646 0.605
```

Computed properties:
**LUMO energy**: -0.04 eV
**Charge**: 0
**Gap between HOMO and LUMO**: 8.5 eV
**E_HOMO**: -8.54 eV
**E**: -10303.9445 eV

These are the natural (NBO) partial charges, in e, on atoms 1 to 4: 0.415 -0.225 -0.249 -0.030

(11)
Computed, not measured: an isolated molecule of C5H6N2O at a distorted geometry, with wB97M-V/def2-TZVPD.

Geometry as XYZ:
```
14
C5H6N2O wB97M-V/def2-TZVPD
C 1.584 -1.700 0.170
C 2.019 -0.410 -0.157
C -0.135 -0.470 0.274
C -2.427 0.999 -0.188
C -1.886 -0.074 0.378
N 0.304 -1.726 0.449
N 0.916 0.320 -0.056
O 0.751 1.612 -0.526
H 1.993 -2.695 0.118
H 3.077 -0.102 -0.218
H -3.529 1.295 0.043
H -1.758 1.824 -0.517
H -2.403 -1.057 0.652
H 1.493 2.184 -0.422
```

Computed properties:
**LUMO energy**: 0.53 eV
**Charge**: 0
**Gap between HOMO and LUMO**: 9.0 eV
**E_HOMO**: -8.48 eV
**E**: -10305.4481 eV
**SMILES**: C=Cc1nccn1O

These are the natural (NBO) partial charges, in e, on atoms 1 to 4: -0.077 -0.171 0.299 -0.429

(12)
Computed, not measured: C5H6N2O as an isolated structure at a distorted geometry, with wB97M-V/def2-TZVPD.

Geometry as XYZ:
```
14
C5H6N2O wB97M-V/def2-TZVPD
C -1.778 -0.166 -0.115
C -0.435 1.759 -0.045
C 0.196 0.660 -0.410
C 1.541 0.165 -0.037
C 0.882 -1.171 0.098
H -2.128 -1.657 -0.082
H -0.074 2.825 -0.081
H 2.015 0.485 0.952
H 2.546 0.346 -0.547
H 1.170 -1.895 -0.560
H 1.063 -1.211 1.233
N -2.813 -0.877 0.006
N -0.416 -0.460 -0.499
O -1.769 1.197 0.087
```

Computed properties:
**LUMO energy**: 0.67 eV
**Charge**: 0
**Gap between HOMO and LUMO**: 8.7 eV
**E_HOMO**: -8.00 eV
**E**: -10304.6808 eV

These are the natural (NBO) partial charges, in e, on atoms 1 to 4: 0.621 -0.007 0.114 -0.454

(13)
Computed, not measured: a 2-piece molecular cluster, C5H6N2O overall at a distorted geometry, with wB97M-V/def2-TZVPD.

Geometry as XYZ:
```
14
C5H6N2O wB97M-V/def2-TZVPD
C -0.650 -0.783 -0.701
C 0.515 -0.178 -1.313
C 0.494 0.930 -0.123
C 1.399 1.266 1.047
C -0.773 0.516 0.275
H -1.885 -2.586 -1.432
H -0.092 -1.729 -0.066
H 0.295 0.372 -2.202
H 1.329 -0.947 -1.788
H 2.602 1.560 1.402
H -1.539 0.854 2.427
N 0.686 1.204 2.203
N -0.553 0.585 1.825
O -1.827 -1.064 -1.554
```

Computed properties:
**LUMO energy**: -0.94 eV
**Charge**: 0
**Gap between HOMO and LUMO**: 8.6 eV
**E_HOMO**: -9.58 eV
**E**: -10300.2173 eV

These are the natural (NBO) partial charges, in e, on atoms 1 to 4: 0.076 -0.465 -0.051 -0.075

(14)
Computed, not measured: an isolated molecule of C5H6N2O at a distorted geometry, with wB97M-V/def2-TZVPD.

Geometry as XYZ:
```
14
C5H6N2O wB97M-V/def2-TZVPD
C 0.991 -0.184 0.463
C 1.504 1.139 -0.059
C 0.344 1.819 -0.758
C -0.680 0.973 -0.722
C -1.206 -1.254 0.105
H 1.171 -1.942 1.240
H 1.874 1.654 0.798
H 2.431 0.913 -0.697
H 0.593 2.858 -1.128
H -1.670 0.953 -1.116
H -0.767 -2.242 0.502
N 1.725 -1.045 1.049
N -0.293 -0.218 -0.056
O -2.423 -1.040 -0.090
```

Computed properties:
**LUMO energy**: 0.60 eV
**Charge**: 0
**Gap between HOMO and LUMO**: 9.6 eV
**E_HOMO**: -8.99 eV
**E**: -10308.7641 eV
**SMILES**: [H]/N=C1/CC=CN1C=O

These are the natural (NBO) partial charges, in e, on atoms 1 to 4: 0.459 -0.506 -0.224 -0.018

(15)
Computed, not measured: an isolated molecule of C5H6N2O at a distorted geometry, with wB97M-V/def2-TZVPD.

Geometry as XYZ:
```
14
C5H6N2O wB97M-V/def2-TZVPD
C 1.932 -0.948 0.001
C 2.217 0.440 0.103
C 0.603 -1.101 -0.266
C 0.997 1.046 -0.069
C -1.319 0.460 -0.100
N -0.025 0.132 -0.117
N -3.477 0.141 0.096
O -2.246 -0.400 -0.071
H 2.767 -1.746 0.170
H 3.032 1.029 0.395
H 0.231 -2.059 -0.120
H 0.822 2.114 0.032
H -1.445 1.560 -0.228
H -4.091 -0.668 0.173
```

Computed properties:
**LUMO energy (spin up / spin down)**: -0.03 / 0.09 eV
**Charge**: 0
**Gap between HOMO and LUMO (spin up / spin down)**: 7.0 / 8.2 eV
**E_HOMO (spin up / spin down)**: -7.03 / -8.14 eV
**E**: -10304.5903 eV

These are the natural (NBO) partial charges, in e, on atoms 1 to 4: -0.242 -0.295 -0.106 -0.045

(16)
Computed, not measured: an isolated molecule of C5H6N2O at a distorted geometry, with wB97M-V/def2-TZVPD.

Geometry as XYZ:
```
14
C5H6N2O wB97M-V/def2-TZVPD
C -0.912 -1.576 -0.096
C -0.383 0.674 0.683
C 0.308 -2.184 -0.635
C 0.500 -3.446 -1.102
C 0.349 2.859 0.265
N -1.065 -0.401 0.307
N -0.036 1.580 -0.170
O 0.956 -4.467 -1.471
H -1.893 -1.946 -0.329
H -0.355 1.068 1.709
H 1.249 -1.811 -0.330
H -0.388 3.537 -0.140
H 0.344 2.868 1.408
H 1.323 3.245 -0.098
```

Computed properties:
**LUMO energy (spin up / spin down)**: 0.39 / -3.05 eV
**Charge**: 0
**Gap between HOMO and LUMO (spin up / spin down)**: 6.7 / 6.2 eV
**E_HOMO (spin up / spin down)**: -6.34 / -9.29 eV
**Spin multiplicity**: 3
**E**: -10303.6607 eV

These are the natural (NBO) partial charges, in e, on atoms 1 to 4: 0.086 0.201 -0.180 0.381

(17)
Computed, not measured: an isolated molecule of C5H6N2O2 at a distorted geometry, with wB97M-V/def2-TZVPD.

Geometry as XYZ:
```
15
C5H6N2O2 wB97M-V/def2-TZVPD
C -1.370 -0.942 -1.057
C 0.614 1.363 -0.415
C -0.802 -0.075 1.105
C 1.504 -0.589 0.140
C 0.559 0.489 0.770
N 1.323 0.987 -1.364
N 2.023 -0.251 -0.978
O -1.776 -1.848 -1.717
O -1.298 -1.122 0.278
H -1.018 -0.055 -1.359
H 0.004 2.321 -0.493
H -0.882 -0.464 2.041
H -1.630 0.781 0.965
H 1.750 -1.685 0.475
H 0.999 1.089 1.612
```

Computed properties:
**LUMO energy**: 0.15 eV
**Charge**: 0
**Gap between HOMO and LUMO**: 10.9 eV
**E_HOMO**: -10.76 eV
**E**: -12354.3523 eV
**SMILES**: O=COCC1C=NN=C1

These are the natural (NBO) partial charges, in e, on atoms 1 to 4: 0.637 0.060 -0.048 0.067